[1]
This record from the OMol25 dataset describes a structure of composition C43H86F3NO19Ti. The level of theory is the ωB97M-V functional and the def2-TZVPD basis.

ORCA input file:
```
! RIJCOSX wB97M-V def2-TZVPD def2/J DEFGRID3
* xyz 1 4
Ti -24.001 10.820 5.231
C -25.975 5.547 -2.041
C -25.421 5.709 -0.624
C -26.308 6.736 0.079
N -26.099 6.824 1.542
C -24.827 7.629 1.744
C -26.065 5.439 2.221
C -26.338 5.661 3.729
C -27.193 6.914 3.672
C -27.226 7.414 2.227
H -25.450 4.774 -2.568
H -25.748 6.433 -2.633
H -27.065 5.344 -2.035
H -24.390 6.124 -0.700
H -25.408 4.735 -0.127
H -27.337 6.398 -0.071
H -26.165 7.690 -0.370
H -23.962 7.023 1.623
H -24.792 8.192 2.686
H -24.781 8.362 0.952
H -25.120 4.893 2.078
H -26.890 4.866 1.772
H -25.373 5.847 4.239
H -26.822 4.784 4.212
H -26.850 7.724 4.338
H -28.242 6.651 3.930
H -27.114 8.507 2.254
H -28.101 7.122 1.645
C -24.152 8.296 5.803
O -23.646 8.958 6.930
O -24.884 9.081 4.963
C -22.891 7.845 5.008
F -22.298 8.881 4.296
F -21.935 7.307 5.694
F -23.335 6.954 4.080
C -24.537 9.193 7.997
C -24.007 9.949 9.218
H -23.267 10.726 9.011
H -24.836 10.375 9.767
H -23.461 9.297 9.887
H -24.965 8.221 8.274
H -25.421 9.747 7.630
H -24.746 7.404 6.160
C -28.036 13.319 9.261
C -27.366 12.542 8.116
O -26.394 13.552 7.596
C -25.478 13.341 6.762
O -25.057 12.255 6.342
O -24.918 14.510 6.393
C -23.712 14.482 5.630
H -27.407 13.165 10.165
H -29.034 13.038 9.581
H -27.997 14.364 8.996
H -28.002 12.284 7.271
H -26.859 11.640 8.454
H -23.227 15.444 5.785
H -23.943 14.265 4.589
H -23.118 13.618 5.963
C -29.458 4.009 5.255
C -29.075 3.767 6.704
O -28.058 4.579 7.092
C -26.806 4.264 6.778
O -26.556 3.192 6.265
O -25.884 5.232 7.049
C -24.590 4.773 7.180
H -28.671 4.140 4.525
H -30.094 4.883 5.114
H -30.001 3.122 4.941
H -28.773 2.727 6.794
H -29.897 3.965 7.397
H -24.043 5.036 6.264
H -24.578 3.714 7.416
H -24.179 5.375 7.971
C -18.845 14.842 7.482
C -20.023 15.842 7.389
O -21.333 15.178 7.562
C -21.508 14.595 8.752
O -20.728 14.440 9.672
O -22.765 14.149 8.694
C -23.297 13.482 9.847
H -19.042 14.097 8.282
H -17.877 15.363 7.595
H -18.698 14.257 6.570
H -19.965 16.289 6.437
H -19.858 16.606 8.170
H -23.792 14.167 10.505
H -22.517 12.940 10.346
H -24.058 12.775 9.553
C -18.014 4.743 4.737
C -18.538 6.058 5.351
O -17.579 7.151 5.299
C -17.346 7.753 4.155
O -17.737 7.356 3.049
O -16.571 8.792 4.401
C -16.318 9.677 3.261
H -17.750 4.884 3.690
H -18.712 3.908 4.840
H -17.063 4.457 5.182
H -18.744 5.835 6.394
H -19.442 6.373 4.825
H -15.553 10.363 3.621
H -17.245 10.187 3.020
H -15.970 9.074 2.446
C -21.314 5.733 0.810
C -20.139 4.770 1.014
O -20.379 3.721 1.615
C -18.798 5.135 0.485
H -22.240 5.258 1.078
H -21.252 6.220 -0.182
H -21.161 6.603 1.516
H -18.812 6.113 0.004
H -18.570 4.388 -0.288
H -17.987 5.158 1.197
C -23.130 1.758 4.267
C -22.819 3.199 4.163
O -23.649 4.020 3.765
C -21.415 3.599 4.556
H -22.481 1.200 4.893
H -23.047 1.364 3.263
H -24.194 1.619 4.524
H -21.117 3.003 5.449
H -21.373 4.695 4.659
H -20.815 3.258 3.702
C -24.681 7.796 13.407
C -25.536 7.836 12.175
O -26.491 8.580 12.031
C -25.212 6.880 11.037
H -25.326 7.635 14.288
H -24.214 8.780 13.493
H -23.788 7.130 13.371
H -25.369 5.848 11.429
H -24.130 6.886 10.778
H -25.915 7.104 10.241
C -19.656 7.162 12.092
C -20.835 7.990 11.650
O -21.907 7.466 11.386
C -20.666 9.503 11.486
H -18.685 7.657 11.900
H -19.700 6.231 11.575
H -19.736 7.117 13.173
H -19.863 9.579 10.750
H -20.299 9.951 12.417
H -21.650 9.905 11.210
C -21.037 11.690 6.302
C -21.152 11.838 4.865
O -22.363 11.676 4.278
C -20.014 11.997 3.988
H -21.550 10.772 6.650
H -21.325 12.602 6.840
H -20.000 11.602 6.617
H -20.011 11.128 3.318
H -19.114 12.125 4.583
H -20.130 12.935 3.454
*
```

Calculated values
highest occupied orbital energy (spin up / spin down)	-6.6 / -11.1	eV
frontier orbital gap (spin up / spin down)	4.86 / 9.20	eV

***

[2]
This record from the OMol25 dataset describes a cluster of 15 separate species, C43H87BBrCl29N3O6P in total. The level of theory is the ωB97M-V functional and the def2-TZVPD basis.

ORCA input file:
```
! RIJCOSX wB97M-V def2-TZVPD def2/J DEFGRID3
* xyz 0 1
C -3.500 -4.562 3.162
C -4.695 -5.478 2.662
O -5.901 -4.737 2.336
C -4.340 -6.460 1.466
N -3.307 -5.963 0.531
C -3.748 -4.767 -0.224
C -2.480 -4.008 -0.894
O -1.389 -4.209 0.018
C -0.201 -3.442 -0.352
Cl -0.215 -2.689 -2.034
C -0.140 -2.439 0.912
C -1.532 -1.734 1.334
C -2.030 -0.642 0.290
N -1.933 0.775 0.807
B 0.851 -1.160 0.857
O 1.615 -0.733 2.015
O 1.033 -0.328 -0.308
N 0.392 -3.406 1.935
C 1.256 -4.401 1.292
O 1.910 -5.154 2.015
C 1.136 -4.345 -0.323
C 2.473 -3.659 -0.935
C 3.798 -4.117 -0.173
C 4.281 -3.116 0.967
Br 5.282 -4.314 -1.525
P 1.149 -6.006 -1.253
C -0.572 -6.634 -1.668
O 1.760 -7.188 -0.140
H -2.637 -4.457 2.441
H -3.926 -3.509 3.316
H -3.105 -4.927 4.156
H -4.986 -6.143 3.548
H -6.568 -4.922 3.037
H -5.305 -6.588 0.857
H -4.110 -7.487 1.899
H -3.122 -6.740 -0.119
H -4.306 -4.011 0.409
H -4.434 -5.138 -1.058
H -2.808 -2.929 -1.003
H -2.348 -4.491 -1.910
H -1.291 -1.190 2.314
H -2.347 -2.473 1.582
H -1.562 -0.709 -0.735
H -3.150 -0.818 0.131
H -1.260 1.234 0.178
H -2.829 1.254 0.650
H 1.018 -0.427 2.729
H 1.398 0.529 -0.001
H 0.758 -2.992 2.796
H 2.377 -2.545 -1.086
H 2.561 -4.102 -1.985
H 3.654 -5.172 0.230
H 3.584 -2.247 1.152
H 5.340 -2.758 0.760
H 4.352 -3.705 1.944
H -1.167 -6.717 -0.707
H -0.441 -7.707 -2.048
H -1.088 -6.072 -2.497
H 1.089 -7.894 -0.078
Cl -0.253 2.076 3.491
C -1.271 3.441 2.974
C -2.169 3.935 4.087
Cl -3.438 2.754 4.503
H -1.847 3.121 2.105
H -0.596 4.239 2.661
H -2.677 4.848 3.774
H -1.602 4.156 4.992
Cl 0.466 -0.955 4.930
C -1.066 -1.630 5.547
C -1.843 -0.618 6.364
Cl -1.037 -0.237 7.909
H -0.835 -2.525 6.126
H -1.652 -1.931 4.678
H -2.827 -1.018 6.610
H -1.983 0.316 5.817
Cl 5.986 -2.279 -4.747
C 7.610 -2.901 -5.141
C 7.671 -4.413 -5.091
Cl 7.508 -5.038 -3.430
H 8.324 -2.446 -4.450
H 7.844 -2.555 -6.150
H 8.636 -4.757 -5.464
H 6.890 -4.868 -5.701
Cl -5.458 -8.133 -1.476
C -6.258 -7.437 -2.907
C -7.407 -6.524 -2.531
Cl -8.775 -7.422 -1.828
H -6.590 -8.259 -3.542
H -5.499 -6.872 -3.450
H -7.783 -6.018 -3.421
H -7.096 -5.764 -1.813
Cl -3.083 7.464 3.160
C -4.608 6.779 3.784
C -5.389 7.779 4.608
Cl -4.578 8.157 6.151
H -4.367 5.885 4.361
H -5.196 6.475 2.916
H -6.369 7.368 4.858
H -5.541 8.713 4.067
Cl -5.545 8.854 1.219
C -6.566 10.220 0.702
C -7.463 10.715 1.817
Cl -8.731 9.534 2.234
H -7.143 9.902 -0.166
H -5.891 11.018 0.389
H -7.972 11.628 1.504
H -6.895 10.935 2.722
Cl -7.530 12.425 4.834
C -6.879 12.146 6.470
C -6.846 10.676 6.830
Cl -8.481 9.999 7.040
H -7.481 12.719 7.175
H -5.866 12.552 6.479
H -6.323 10.538 7.777
H -6.332 10.087 6.070
Cl -8.404 -6.156 7.542
C -7.155 -4.929 7.216
C -7.628 -3.880 6.232
Cl -7.835 -4.540 4.589
H -6.262 -5.442 6.856
H -6.916 -4.459 8.171
H -6.889 -3.080 6.161
H -8.577 -3.439 6.540
Cl 10.150 -1.216 -4.359
C 10.151 0.379 -3.565
C 9.855 1.501 -4.538
Cl 11.179 1.746 -5.705
H 11.117 0.514 -3.079
H 9.382 0.347 -2.792
H 9.733 2.439 -3.995
H 8.939 1.313 -5.100
Cl -9.448 12.332 -1.076
C -10.973 11.647 -0.457
C -11.761 12.650 0.359
Cl -10.958 13.036 1.900
H -10.732 10.757 0.126
H -11.555 11.338 -1.326
H -12.740 12.237 0.606
H -11.913 13.582 -0.187
Cl 12.948 4.075 -10.632
C 13.385 2.588 -9.752
C 13.734 2.862 -8.305
Cl 15.260 3.766 -8.141
H 14.212 2.113 -10.281
H 12.521 1.924 -9.805
H 13.866 1.919 -7.772
H 12.949 3.429 -7.804
Cl 11.208 -7.270 -5.283
C 10.193 -8.307 -6.316
C 10.025 -7.735 -7.708
Cl 9.038 -6.252 -7.707
H 9.232 -8.442 -5.819
H 10.688 -9.278 -6.373
H 9.511 -8.456 -8.345
H 10.986 -7.501 -8.165
Cl -2.623 -4.001 6.528
C -2.356 -3.398 8.185
C -2.598 -4.468 9.227
Cl -4.319 -4.916 9.343
H -3.003 -2.534 8.339
H -1.320 -3.059 8.235
H -2.299 -4.102 10.210
H -2.027 -5.373 9.013
Cl 13.865 8.432 -14.979
C 14.301 6.945 -14.098
C 14.649 7.219 -12.651
Cl 16.176 8.122 -12.486
H 15.128 6.469 -14.626
H 13.436 6.282 -14.151
H 14.780 6.277 -12.117
H 13.865 7.787 -12.150
*
```

Calculated values
highest occupied orbital energy	-8.0	eV
frontier orbital gap	8.15	eV
ΔE to the lowest compared entry with this formula, charge and spin	3.9163	eV

***

[3]
This record from the OMol25 dataset describes a cluster of 7 separate species, C43H91F6N4O8 in total. The level of theory is the ωB97M-V functional and the def2-TZVPD basis.

ORCA input file:
```
! RIJCOSX wB97M-V def2-TZVPD def2/J DEFGRID3
* xyz 1 1
C -20.889 9.658 -19.486
C -21.052 10.599 -18.305
O -20.181 10.456 -17.404
O -21.849 11.618 -18.327
H -21.716 9.586 -20.173
H -20.608 8.655 -19.181
H -19.917 9.928 -19.915
C -26.435 14.840 -18.460
C -25.484 13.639 -18.625
C -25.363 13.103 -20.043
C -24.804 11.699 -20.120
N -24.835 10.973 -21.461
C -24.323 9.547 -21.274
C -25.559 8.652 -21.346
C -26.456 9.397 -22.322
C -26.225 10.844 -21.969
C -23.872 11.785 -22.299
C -22.402 11.646 -22.004
C -21.559 12.527 -22.951
H -27.169 14.747 -17.664
H -26.967 15.023 -19.395
H -25.865 15.747 -18.236
H -25.995 12.848 -18.062
H -24.456 13.785 -18.293
H -24.693 13.720 -20.649
H -26.319 13.033 -20.573
H -25.444 10.974 -19.582
H -23.896 11.490 -19.544
H -23.813 9.320 -22.219
H -23.596 9.442 -20.483
H -25.218 7.662 -21.620
H -26.003 8.720 -20.350
H -26.150 9.187 -23.356
H -27.511 9.136 -22.350
H -26.454 11.633 -22.682
H -26.894 11.029 -21.124
H -24.152 12.830 -22.408
H -24.098 11.353 -23.283
H -22.048 10.652 -22.268
H -22.216 11.844 -20.949
H -20.756 11.946 -23.400
H -21.096 13.369 -22.432
H -22.128 12.955 -23.780
C -16.555 3.954 -16.901
C -16.789 3.891 -15.392
C -17.289 5.206 -14.771
C -18.704 5.540 -15.148
N -19.006 6.948 -14.725
C -18.913 7.088 -13.207
C -19.855 8.188 -12.764
C -20.834 8.379 -13.958
C -20.507 7.188 -14.822
C -18.178 8.008 -15.377
C -17.927 7.803 -16.842
C -16.951 8.924 -17.254
H -15.685 4.584 -17.070
H -17.379 4.307 -17.527
H -16.382 2.945 -17.281
H -15.865 3.620 -14.879
H -17.507 3.084 -15.199
H -16.555 5.930 -15.125
H -17.209 5.047 -13.697
H -19.473 4.936 -14.663
H -18.985 5.446 -16.197
H -17.897 7.315 -12.890
H -19.215 6.133 -12.784
H -19.378 9.153 -12.587
H -20.371 7.935 -11.841
H -20.624 9.346 -14.402
H -21.854 8.295 -13.596
H -20.731 7.365 -15.875
H -21.103 6.350 -14.484
H -17.251 7.955 -14.807
H -18.586 8.994 -15.165
H -18.781 7.924 -17.508
H -17.470 6.851 -17.104
H -16.343 8.461 -18.039
H -16.165 9.157 -16.525
H -17.457 9.804 -17.637
C -23.404 14.496 -15.159
C -22.667 13.195 -15.398
O -23.084 12.188 -15.069
N -21.372 13.243 -16.132
H -21.570 12.751 -17.062
H -21.185 14.226 -16.353
C -20.258 12.732 -15.264
H -24.402 14.344 -14.771
H -23.467 15.140 -16.031
H -22.740 14.824 -14.344
H -20.445 13.153 -14.283
H -19.331 13.015 -15.745
H -20.343 11.650 -15.262
C -16.162 12.681 -17.501
C -15.832 13.346 -18.828
N -16.788 14.441 -19.247
C -16.356 14.965 -20.568
C -18.219 13.998 -19.273
C -18.518 12.769 -20.087
C -16.599 15.597 -18.292
C -17.340 16.861 -18.637
O -16.478 17.793 -19.266
C -16.972 19.092 -19.099
H -15.450 11.857 -17.479
H -17.208 12.366 -17.467
H -16.080 13.256 -16.574
H -16.043 12.549 -19.540
H -14.818 13.725 -18.881
H -17.194 15.484 -21.024
H -16.254 14.096 -21.225
H -15.406 15.481 -20.569
H -18.659 14.825 -19.833
H -18.650 13.972 -18.276
H -18.027 11.878 -19.682
H -17.964 12.777 -21.035
H -19.573 12.615 -20.277
H -15.530 15.714 -18.147
H -16.993 15.195 -17.356
H -17.602 17.281 -17.647
H -18.313 16.808 -19.145
H -17.952 19.229 -19.569
H -16.334 19.854 -19.539
H -17.039 19.324 -18.031
C -15.940 8.607 -21.901
O -16.053 7.388 -21.123
O -15.558 8.369 -23.073
C -17.238 9.406 -21.618
F -17.104 9.780 -20.288
F -17.255 10.550 -22.349
F -18.407 8.735 -21.688
C -14.988 7.056 -20.282
C -15.589 5.986 -19.371
H -15.765 5.080 -19.951
H -14.867 5.804 -18.569
H -16.540 6.332 -18.972
H -14.671 7.902 -19.653
H -14.166 6.697 -20.904
H -15.177 9.217 -21.349
C -23.417 5.921 -18.773
O -22.485 5.386 -19.757
O -24.332 6.629 -19.300
C -23.934 4.722 -17.921
F -25.129 5.038 -17.351
F -24.186 3.591 -18.622
F -23.101 4.365 -16.868
C -21.169 5.189 -19.371
C -20.529 4.150 -20.272
H -20.973 3.180 -20.020
H -20.748 4.286 -21.331
H -19.449 4.036 -20.160
H -21.079 4.759 -18.361
H -20.601 6.122 -19.429
H -22.752 6.507 -18.067
*
```

Calculated values
highest occupied orbital energy	-7.1	eV
frontier orbital gap	3.81	eV
ΔE to the lowest compared entry with this formula, charge and spin	0.0000	eV

***

Number 1: strongest force on any atom 4.7 eV Å⁻¹. Number 2: strongest force on any atom 3.0 eV Å⁻¹. Number 3: strongest force on any atom 5.1 eV Å⁻¹.